Arrangement w

{
  "formula": "H2N2O3S",
  "method": "ωB97M-V/def2-TZVPD",
  "symbols": ["N", "N", "O", "O", "O", "S", "H", "H"],
  "xyz": [[-0.3685, 0.0194, 1.3586], [-3.1412, 0.0402, -0.0487], [-4.1006, 0.1441, -0.7762], [-1.8992, 0.0302, -0.9495], [-2.6567, 0.2183, 0.9278], [-0.8004, -0.7375, -0.1120], [-1.2000, 0.0066, 1.9912], [0.5345, 0.0603, 1.7569]],
  "multiplicity": 1,
  "homo_energy_ev": -8.6
}



Arrangement x

{
  "formula": "H2N2O3S",
  "method": "ωB97M-V/def2-TZVPD",
  "symbols": ["O", "N", "O", "O", "H", "N", "S", "H"],
  "xyz": [[-1.8891, -3.2015, 1.2919], [-1.1863, -2.2624, 1.1536], [-0.2314, -1.9375, 1.7933], [-1.5376, -1.4498, 0.1110], [-0.8656, -0.7486, -0.0653], [0.5282, 0.2950, -0.5269], [0.3980, 1.0040, 0.8400], [1.3126, 0.5797, -1.1129]],
  "multiplicity": 1,
  "homo_energy_ev": [-9.5, -9.5],
  "smiles": "O=[N+]([O-])O.N=S"
}



Energies relative to the most stable structure are arrangement w 0.0482; arrangement x 0.0000, reported in hartree.



Arrangement w

{
  "formula": "C3H11NOS2",
  "method": "ωB97M-V/def2-TZVPD",
  "symbols": ["N", "C", "C", "C", "S", "S", "H", "H", "H", "H", "H", "H", "H", "H", "H", "O", "H", "H"],
  "xyz": [[-1.2569, -1.1764, -1.2878], [0.1072, -0.7700, -0.9241], [0.4253, -0.5483, 0.6011], [1.0847, 0.7941, 0.9774], [2.7375, 0.4618, 1.5411], [3.8958, 2.0566, 1.0321], [-1.4033, -0.8105, -2.2384], [-1.3584, -2.1923, -1.2742], [0.1448, 0.2790, -1.3212], [0.9782, -1.3238, -1.3159], [1.1408, -1.4468, 0.8844], [-0.4559, -0.7598, 1.2219], [0.4529, 1.2270, 1.8166], [1.0015, 1.3450, 0.0351], [4.9335, 2.0298, 1.8946], [-4.4189, 0.4274, -0.7450], [-3.6106, 0.0570, -1.1088], [-4.3982, 0.3500, 0.2113]],
  "multiplicity": 1,
  "homo_energy_ev": -8.1,
  "smiles": "NCCCSS.O"
}



Arrangement x

{
  "formula": "C3H11NOS2",
  "method": "ωB97M-V/def2-TZVPD",
  "symbols": ["S", "S", "C", "C", "N", "C", "H", "H", "H", "H", "H", "H", "H", "H", "H", "H", "H", "O"],
  "xyz": [[-3.8973, -0.0977, -0.7326], [3.8210, 0.1846, 0.2895], [2.1662, -0.4414, -0.3372], [1.0519, 0.2736, 0.4394], [-0.2851, -0.2673, -0.0116], [-0.8467, 0.0510, -1.3896], [4.0324, 1.6149, 0.1876], [2.2636, -1.5142, -0.0603], [2.0488, -0.3783, -1.4218], [1.1294, -0.0822, 1.4776], [1.1872, 1.3747, 0.5123], [-0.9109, 0.0720, 0.6891], [-0.9762, 1.1277, -1.5927], [-0.3431, -0.4953, -2.1632], [-1.8829, -0.2745, -1.4442], [-3.0218, 0.1232, 1.2897], [-3.0660, -1.0270, 2.2166], [-2.4705, -0.2437, 2.0513]],
  "multiplicity": 1,
  "homo_energy_ev": -9.1
}



Energies relative to the most stable structure are arrangement w 0.0000; arrangement x 0.1422, reported in hartree.